[1]
# C4H9NP

2 unconnected molecules or ions with the total composition C4H9NP in a non-equilibrium geometry (ωB97M-V with the def2-TZVPD basis set, the OMol25 dataset).

Geometry as ORCA input:
```
! wB97M-V def2-TZVPD RIJCOSX def2/J DEFGRID3
* xyz 1 1
C 1.641 2.154 0.392
C -2.144 -0.522 -0.673
C -0.848 0.144 -0.333
C 2.244 1.078 1.128
N -1.944 -1.946 -1.047
P -0.874 1.788 -0.462
H 1.953 3.128 0.559
H -2.933 -0.626 0.190
H -2.736 0.080 -1.482
H -0.093 -0.517 -0.180
H 2.774 1.089 0.105
H 1.677 0.193 1.315
H 3.034 1.033 1.976
H -2.792 -2.455 -1.255
H -1.342 -2.158 -1.830
*
```

Results
HOMO ... -12.96 eV
Gap between HOMO and LUMO ... 6.982 eV
LUMO ... -5.98 eV

[2]
# C10H40O10

10 unconnected molecules or ions with the total composition C10H40O10 in a non-equilibrium geometry (ωB97M-V with the def2-TZVPD basis set, the OMol25 dataset).

Geometry as ORCA input:
```
! wB97M-V def2-TZVPD RIJCOSX def2/J DEFGRID3
* xyz 0 1
C -3.364 2.321 -2.395
O -2.139 2.713 -1.792
H -3.181 1.396 -2.933
H -4.045 2.204 -1.675
H -3.747 3.086 -3.123
H -1.565 3.069 -2.484
C 1.801 1.984 2.419
O 2.812 0.967 2.517
H 1.217 2.037 3.299
H 2.248 2.967 2.451
H 1.150 1.894 1.526
H 3.315 0.964 1.678
C 3.633 1.456 -1.539
O 3.734 0.795 -0.243
H 4.311 1.003 -2.224
H 2.623 1.425 -2.004
H 3.900 2.478 -1.353
H 3.423 -0.088 -0.402
C 2.414 -2.717 -2.146
O 2.939 -2.231 -0.917
H 1.452 -2.256 -2.270
H 2.971 -2.486 -3.039
H 2.278 -3.799 -1.991
H 2.195 -2.379 -0.246
C 0.833 -1.068 4.220
O 1.893 -1.318 3.286
H 0.974 -1.750 5.060
H 0.883 -0.065 4.598
H -0.162 -1.250 3.733
H 2.468 -0.585 3.257
C -3.518 -2.337 -0.164
O -3.394 -1.023 0.408
H -3.209 -3.171 0.456
H -4.530 -2.505 -0.497
H -2.936 -2.565 -1.090
H -2.582 -0.501 0.134
C -0.248 -3.066 1.278
O 1.179 -2.799 1.048
H -0.421 -3.926 1.914
H -0.765 -2.293 1.908
H -0.696 -3.117 0.300
H 1.451 -2.232 1.807
C -0.021 1.411 -4.290
O 0.176 2.450 -3.333
H -0.987 0.963 -4.109
H -0.230 1.910 -5.290
H 0.794 0.701 -4.331
H 0.814 2.059 -2.714
C -0.267 0.433 -0.215
O -1.472 0.432 -0.953
H 0.212 -0.562 -0.411
H 0.390 1.232 -0.538
H -0.561 0.501 0.821
H -1.747 1.283 -1.341
C -2.375 1.325 2.357
O -2.176 -0.020 2.726
H -2.877 1.398 1.358
H -3.029 1.854 2.997
H -1.493 1.895 2.380
H -2.747 -0.495 2.115
*
```

Results
HOMO ... -9.86 eV
Gap between HOMO and LUMO ... 10.314 eV
LUMO ... 0.46 eV
SMILES ... CO.CO.CO.CO.CO.CO.CO.CO.CO.CO

[3]
# C25H27Cl2N4O2S2Tl

A molecular structure, C25H27Cl2N4O2S2Tl (ωB97M-V with the def2-TZVPD basis set, the OMol25 dataset).

Geometry as ORCA input:
```
! wB97M-V def2-TZVPD RIJCOSX def2/J DEFGRID3
* xyz -2 1
Tl -0.060 0.152 -0.255
Cl -2.194 -0.819 7.496
C -1.576 -0.359 5.919
C -0.630 0.672 5.830
C -0.146 1.038 4.610
Cl 1.022 2.327 4.520
C -0.541 0.421 3.349
O -0.062 0.809 2.273
C -1.524 -0.630 3.515
C -2.091 -1.384 2.412
O -1.866 -1.317 1.221
C -2.007 -0.987 4.784
H -0.284 1.176 6.724
H -2.848 -2.126 2.760
H -2.741 -1.782 4.853
S 3.594 -4.438 -0.541
C 2.451 -3.570 0.304
N 1.630 -2.959 0.861
N -0.017 -3.020 -1.953
C 0.626 -2.380 -2.949
S -0.189 -1.886 -4.330
N 1.969 -2.281 -2.750
C 2.891 -1.419 -3.351
C 2.544 -0.202 -3.938
C 3.527 0.592 -4.509
C 4.860 0.207 -4.497
C 5.208 -0.984 -3.872
C 4.237 -1.789 -3.301
H -1.019 -3.015 -2.035
H 0.368 -2.974 -1.009
H 2.371 -2.937 -2.079
H 1.513 0.114 -3.944
H 3.237 1.535 -4.958
H 5.620 0.833 -4.952
H 6.246 -1.295 -3.826
H 4.505 -2.711 -2.796
C -2.636 4.202 -0.748
C -1.487 3.187 -0.841
C -1.017 3.088 -2.293
C -1.831 1.815 -0.279
H -2.358 5.188 -1.149
H -2.952 4.329 0.290
H -3.501 3.837 -1.313
H -0.655 3.607 -0.256
H -1.824 2.694 -2.920
H -0.172 2.401 -2.389
H -0.717 4.060 -2.700
H -2.658 1.372 -0.858
H -2.162 1.897 0.763
C 5.337 3.682 -2.552
C 4.391 2.998 -1.605
C 3.328 3.671 -1.018
C 2.473 2.978 -0.168
N 2.612 1.688 0.104
C 3.630 1.041 -0.457
C 4.543 1.650 -1.300
H 5.004 4.695 -2.782
H 5.412 3.122 -3.486
H 6.342 3.744 -2.127
H 3.149 4.719 -1.230
H 1.628 3.476 0.297
H 3.694 -0.021 -0.237
H 5.340 1.066 -1.742
*
```

Results
HOMO ... -0.71 eV
Gap between HOMO and LUMO ... 4.884 eV
LUMO ... 4.17 eV

[4]
# C4H30NO14

12 unconnected molecules or ions with the total composition C4H30NO14 in a non-equilibrium geometry (ωB97M-V with the def2-TZVPD basis set, the OMol25 dataset).

Geometry as ORCA input:
```
! wB97M-V def2-TZVPD RIJCOSX def2/J DEFGRID3
* xyz -1 1
O 0.852 -2.338 0.142
C 0.784 -2.192 -1.098
O -0.234 -2.486 -1.782
C 2.027 -1.732 -1.854
C 2.022 -0.160 -1.924
C 1.189 0.437 -3.084
O 1.483 0.394 -0.717
N 3.191 -2.088 -1.045
H 2.213 -2.216 -2.836
H 3.063 0.201 -1.886
H 1.143 -0.119 -4.034
H 1.710 1.379 -3.256
H 0.221 0.712 -2.761
H 1.486 -0.315 -0.065
H 3.036 -1.634 -0.145
H 3.094 -3.081 -0.783
H 1.485 -3.964 0.808
H 1.294 -3.134 1.891
O 1.913 -3.839 1.663
H -2.348 -0.376 2.596
H -1.012 0.035 3.108
O -1.655 -0.667 3.240
H 0.394 0.068 1.305
H -0.485 0.908 0.572
O -0.023 0.935 1.427
H -1.590 -2.240 -0.834
H -1.683 -3.272 0.232
O -2.169 -2.501 -0.081
H -4.544 0.154 0.210
H -3.519 1.331 -0.015
O -4.153 0.737 -0.448
H -2.974 -1.470 0.784
H -3.752 -1.854 2.102
O -3.645 -1.106 1.503
H 2.350 1.694 0.105
H 3.794 1.793 0.730
O 3.109 2.275 0.260
H 0.728 2.564 2.076
H 1.004 1.947 3.287
O 0.896 2.876 3.000
H 0.304 3.861 -0.439
H 0.618 4.406 -1.863
O 0.092 4.548 -1.071
H -1.878 2.329 1.932
H -2.302 3.531 0.912
O -2.511 2.684 1.304
H -1.342 -0.350 -1.266
H -2.255 0.856 -1.136
O -1.422 0.477 -0.767
*
```

Results
HOMO ... -6.41 eV
Gap between HOMO and LUMO ... 9.089 eV
LUMO ... 2.68 eV